Entry 1:
The following is a DFT calculation (ωB97M-V with the def2-TZVPD basis set) of a structure of composition C4H6O2.

```
12
Properties=species:S:1:pos:R:3:forces:R:3
H 0.65196 0.05685 -1.24154 0.02 -0.18 -0.10
C -1.09850 0.94338 0.16086 -0.12 0.10 -0.02
C -0.98422 -0.61308 0.18220 -0.08 -0.14 0.02
H 0.70430 -0.90707 -1.31003 0.01 0.02 0.03
O -2.06566 1.67030 0.22654 0.31 -0.22 -0.01
H -1.52913 -1.16638 -0.58862 0.07 0.09 0.09
C 0.32286 1.07037 -0.01321 -0.06 0.37 0.17
H -1.14294 -1.07254 1.16068 0.01 0.07 -0.12
H 1.03995 1.87812 -0.11037 -0.10 -0.11 0.01
O 1.50162 -1.08366 0.58624 0.15 0.11 0.09
H 2.10011 -0.43756 0.98956 -0.05 -0.14 -0.04
C 0.51529 -0.38659 -0.03668 -0.15 0.02 -0.12
```
Forces are in eV/Å.

Properties
orbital gap = 8.848 eV
DFT total energy = -306.3073 hartree
molar mass = 86.1 g/mol
ΔE to the lowest compared entry with this formula, charge and spin = 522.54 kJ/mol

Entry 2:
The following is a DFT calculation (ωB97M-V with the def2-TZVPD basis set) of a structure of composition C72H180AsF6N9O9.

```
277
Properties=species:S:1:pos:R:3:forces:R:3
H 1.60215 4.91861 -5.87365 0.30 0.01 -0.07
H -1.78483 3.50251 -4.59972 -0.17 -0.01 0.42
H -3.21325 -4.21098 -6.64326 0.22 0.27 -0.33
H 4.14363 4.39579 -3.67582 0.79 0.53 0.67
H -7.88201 0.04364 -0.23111 0.00 -0.08 0.27
H -3.13566 4.35873 -3.68938 0.08 0.08 -0.44
H -1.42359 -4.00173 -8.13139 -0.33 0.17 0.15
H 0.87203 -4.81785 -4.78684 0.12 0.20 0.10
H 0.03345 4.45764 -6.48239 -0.09 0.05 -0.19
H 0.67192 1.43722 -5.22176 0.36 0.18 0.30
C -1.00480 -6.59471 4.10666 0.14 0.02 -1.17
H 2.28076 2.05590 -1.60066 0.24 -0.18 -0.06
N -5.40890 -2.32376 -1.16735 1.47 -0.30 -0.50
H 0.97300 2.47669 -6.62625 -0.63 0.17 -0.12
H -1.68536 -0.14747 5.12120 -0.57 0.52 0.25
H 0.58288 -2.19421 -2.08627 -0.31 0.24 -0.20
H -0.93133 2.20849 9.46189 -0.92 -0.02 -0.14
C 2.16363 4.08306 0.01933 0.94 -0.20 -0.83
H -1.86846 3.84752 6.79555 0.05 0.05 0.19
H -1.66184 -7.11206 4.80577 -0.36 0.20 -0.27
C 4.98109 -4.97848 -5.20926 -1.08 -0.24 0.72
H 3.07867 3.23201 -3.28913 -0.29 -0.29 0.96
H -3.46938 0.52005 -3.75605 -0.10 0.07 -0.24
H -1.82187 6.39647 -2.47969 0.44 0.27 -0.20
H 6.72556 -4.28513 6.63734 -0.02 -0.16 -0.08
H 4.47013 -5.46530 -6.03994 -0.21 0.67 -0.34
H -1.06182 6.87329 2.65511 0.06 0.28 -0.25
H 0.47603 -8.56030 5.23420 -0.22 0.04 0.04
H 2.00868 -7.97601 0.69067 0.44 -0.16 0.40
As -0.40600 0.49748 0.36729 1.05 -0.86 -0.05
C 1.04523 1.97565 6.33096 -1.66 0.05 0.61
H -1.28325 8.19137 4.54966 0.18 0.42 0.15
C -2.03249 7.30329 2.90210 -1.40 -2.57 -0.98
F 1.13676 -0.38603 -0.06732 -1.94 0.74 0.25
C -0.83473 1.28327 8.89379 1.20 0.92 -0.12
C 4.19434 -3.81864 -4.50193 0.41 -0.32 -0.88
C 4.34285 3.24240 0.89979 0.77 -0.10 -0.45
C -0.81630 -3.50990 2.12793 -0.04 0.49 -0.92
C 4.22975 3.99682 -1.45032 0.35 -1.68 -1.53
C 5.44157 -2.48883 3.27375 0.09 0.28 1.52
H -0.06234 -6.48597 4.64336 0.08 0.08 -0.30
H 6.66146 0.18178 3.26899 -0.80 -0.27 0.21
N -0.73763 -7.62065 2.91796 -0.12 0.57 -1.38
F -1.88319 1.32588 0.78041 0.69 -0.18 0.01
C 3.51686 4.11745 -2.82860 -0.96 1.00 0.66
C 4.72885 -1.71661 2.19884 -0.18 1.51 0.49
C -0.73399 -9.06288 3.50672 -0.77 1.42 -0.13
C 5.47036 -4.91680 -1.10682 0.11 0.22 -0.91
H -1.05933 -0.54065 -8.95234 0.11 -0.16 0.28
H -1.92540 6.05244 0.59242 -0.12 -0.07 -0.38
H 4.70436 -3.08902 3.80704 0.44 -0.55 -0.14
H -1.20654 -2.82530 -6.19365 -0.23 0.46 0.84
H 2.20975 2.43600 -5.49113 0.19 -0.71 0.36
H -0.97067 0.36412 -6.31257 -0.65 0.01 -0.59
H 5.44250 -0.64533 6.22560 -0.50 -0.14 0.10
H 1.34555 -9.35031 1.63173 0.10 0.21 0.00
H -3.29930 8.19437 0.24812 0.21 0.14 0.80
H -0.08690 -2.94875 -3.59203 0.02 0.44 -0.01
H -1.82586 -4.57385 4.46539 0.49 0.05 0.37
H -3.39029 -3.44216 3.44116 0.15 -0.50 -1.04
H 4.52364 4.29499 1.11768 0.04 -0.07 0.12
H -6.26741 -2.38623 -3.12464 -0.06 0.05 0.04
H 4.98445 1.01954 -0.62942 -0.11 -0.34 0.76
H -0.34794 -0.55438 -5.07643 0.61 -0.72 0.05
H 6.36253 -4.29496 -1.18071 -0.08 0.00 0.43
C 1.11434 -8.40318 1.14429 -0.20 1.02 0.53
H -7.59253 -2.18822 -0.91563 0.31 -0.32 -0.29
H 1.53073 2.58914 5.57201 -0.51 -0.04 -0.15
O 4.41193 1.24159 -2.51590 0.94 -1.45 -0.86
H 1.02762 5.80389 3.47090 -0.55 0.06 -0.22
H -2.30541 1.47007 -4.69348 0.28 -0.08 0.11
H 8.06966 -1.68524 2.11354 -0.68 0.05 0.03
H 1.26089 -9.62907 4.10268 -0.11 -0.34 0.11
H -1.42719 8.32412 -4.85592 0.08 0.40 0.13
H 1.97963 -4.00943 -5.94019 -0.16 -0.27 -0.25
N -3.05234 6.12210 2.36048 -1.06 -0.11 0.73
H 5.22686 -5.24756 -0.09716 0.32 -0.03 0.00
H -4.08799 -0.69827 -1.23371 0.12 0.27 0.66
C 0.95700 5.84299 4.55791 1.70 0.42 -1.61
H 1.57661 4.22150 -0.88860 0.31 -0.17 -0.14
H 0.24240 1.15219 8.99732 0.35 -0.24 -0.55
H -2.32670 1.34104 7.19991 0.00 0.71 0.24
H 1.48611 3.61172 0.73130 0.63 -0.32 0.15
H -2.62164 0.25179 -10.60123 0.73 -0.26 0.02
C 6.04221 -3.50383 6.30464 0.06 0.02 0.98
H -1.68082 -9.05736 4.04672 -0.30 -0.37 -0.53
H -2.25209 8.22725 2.36715 -0.16 -0.28 -0.12
H 1.14540 0.90891 6.13057 0.08 0.17 -0.04
C -1.90663 -7.65679 1.91423 -0.33 0.22 0.86
H -4.23424 -4.24723 -1.29340 0.07 0.64 -0.16
H 5.47131 -1.01011 1.82773 -0.38 0.75 0.03
H 0.34955 -6.39096 1.47607 -0.31 -0.12 0.24
C -6.90420 -0.20784 -0.64193 0.13 -0.19 0.50
H -4.26320 8.48473 6.51086 0.01 0.23 0.06
C -5.23540 -3.92516 -1.00694 -1.68 0.88 0.39
H -6.16675 0.40150 -0.11946 0.05 -0.09 0.05
H -3.35468 5.68236 -5.67717 0.23 -0.24 -0.10
H 7.63932 -1.99724 5.84153 -0.53 0.15 0.86
H -2.04915 8.98575 -3.33126 0.11 -0.17 0.07
C 2.09036 -2.84664 -3.41602 1.00 -1.20 -0.65
O -3.34580 8.03385 4.81342 1.71 -1.30 -1.33
H -1.78495 4.64123 -1.60615 0.28 0.13 -0.23
H -4.47883 3.62713 3.36498 -0.35 0.09 -0.35
C -1.51637 -5.19206 3.62271 0.52 -1.90 0.11
O -3.83793 -2.71786 1.45416 -0.50 -1.80 1.32
C -3.69610 -2.11160 -7.26779 0.78 -2.35 0.24
H 5.10623 -5.84277 -4.55700 0.45 0.27 0.43
H 1.07540 4.77134 6.72597 0.29 -0.31 -0.08
H -1.68404 2.97497 -2.06049 -0.16 -0.05 -0.15
H -2.85984 9.49049 6.18440 0.23 -0.03 0.04
C -2.64314 4.67614 2.95256 -0.41 0.85 -1.58
C 0.57911 -7.26264 2.08892 -0.81 -1.07 0.06
H -3.95567 -0.01148 -9.68178 -0.32 -0.62 0.31
H 2.88104 2.75615 2.44069 0.03 0.47 0.17
H -4.54222 -2.61963 -3.11254 0.22 0.39 0.18
C -2.06347 4.23122 -3.83851 2.29 2.01 1.28
H -2.83278 -7.81720 2.46614 0.13 -0.31 0.23
H 0.87393 6.89314 4.83788 -0.53 -0.03 0.42
H 2.18889 -5.73396 -5.47877 0.51 0.22 0.26
H -4.08031 -1.17947 -6.85350 0.15 -0.22 -0.26
H 3.41218 -6.05723 -3.21963 0.16 0.24 -0.49
H 4.59048 0.02795 4.78601 0.54 -0.14 -0.27
H -6.24057 -5.77067 -1.24696 -0.33 0.00 -0.14
H 1.28542 -6.91339 2.84207 0.18 -0.45 -0.09
H -7.30174 -4.32919 -1.50212 -0.14 -0.46 0.22
H 3.72249 1.40582 1.91635 0.41 -0.17 -0.28
O -0.45710 -4.65246 2.85773 -0.34 0.30 0.56
H -0.42661 8.16973 -3.38268 -0.01 0.67 -0.12
H -3.10447 6.77848 -3.56599 -0.04 -0.11 -0.32
C 4.96886 -0.87218 5.27045 1.00 -1.08 -0.85
C -4.07806 -1.63593 -0.67802 -0.92 0.06 0.75
H -0.49076 2.56591 4.24794 0.47 0.01 0.35
H -0.30296 3.91075 -2.43701 -0.10 0.43 0.03
H -2.06353 2.49586 4.81844 -0.19 -0.01 0.97
H 2.52311 -2.75447 2.19470 -0.20 -0.12 -0.09
H -4.52448 6.01696 4.03173 0.43 0.02 -0.12
H 3.72652 -0.17652 -1.08719 -0.18 -0.02 -0.04
F -0.09008 1.70232 -0.98527 -0.27 -1.52 1.76
H -1.30331 -2.68991 2.65573 0.21 -0.26 0.68
H 5.25727 -0.63845 -3.06348 -0.59 -0.16 0.06
H -1.78351 0.63401 3.54646 -0.01 -0.05 0.00
H -6.76138 -2.08585 0.58337 0.58 0.27 0.02
N 2.76504 -4.15440 -4.01822 -1.24 -1.09 0.81
H 2.35962 1.49968 0.04575 0.32 -0.03 -0.07
C -2.09010 7.48411 4.35763 -1.00 1.29 1.59
C -2.45413 0.53558 -4.15244 -0.60 -1.48 -0.22
H -5.25844 5.61785 2.50465 0.28 0.34 -0.52
H -2.91660 -1.09324 1.13059 -0.09 1.20 -0.82
H -5.28591 -0.94997 -2.85639 0.24 -0.22 0.07
C 0.60241 4.61241 -5.56564 -0.19 1.15 0.10
C -2.09344 -0.58346 -8.61049 -0.68 -1.26 -1.52
H 3.05966 -5.71083 -0.91403 0.75 -0.06 0.21
O -0.00585 4.94597 4.98907 -0.58 -0.46 -0.17
H 6.28201 -3.04585 2.85966 -0.22 -0.20 0.22
H -0.29132 5.77532 6.83359 -0.39 0.10 0.25
O -2.34866 -0.61691 -5.04076 -0.59 1.39 0.28
H 7.48004 -3.22416 4.75589 -0.52 -0.16 -0.40
H 2.38874 -4.13344 -1.13869 0.11 0.24 0.14
H 4.43749 -2.22920 1.28207 0.09 -0.90 0.31
H 8.71927 -1.98495 3.69938 0.49 0.20 -0.21
H -2.70674 7.83803 6.84935 0.44 -0.39 -0.40
H -2.55165 4.92667 4.00943 0.20 -0.56 -0.15
C 2.97241 1.85602 -0.78225 -0.08 0.46 0.92
H -4.29750 -2.60657 -8.03028 0.16 1.42 -0.98
C 0.67843 -2.99695 -2.81741 0.44 -0.02 -0.17
H 5.03610 3.33178 -1.75955 0.43 0.05 0.99
H -0.18812 -10.16710 5.07744 0.73 -0.33 0.17
N 6.06306 -1.62087 4.46769 0.35 0.51 -1.77
H 8.99242 -0.44467 2.84132 0.03 0.06 0.39
C -6.33180 -4.78449 -1.70218 0.56 1.28 0.40
C 8.25955 -1.21580 3.07877 0.05 -0.59 0.51
C 5.49948 0.42428 -3.05796 0.03 -0.43 0.32
C -3.23903 8.46962 6.13811 -1.28 1.03 1.16
H -0.72308 -9.77602 2.68246 -0.19 0.21 0.03
H -1.16021 -2.86136 -9.45033 0.12 0.13 0.18
H -3.22638 -2.18108 -1.08490 -0.28 -0.37 0.06
H 4.15336 -1.59526 5.25583 0.00 0.24 0.90
H 2.10858 -2.09559 -4.20576 -0.25 -0.26 -0.33
H 1.75086 -5.78470 -2.97108 -0.22 0.53 0.07
C 7.10912 -0.60034 3.88217 0.17 -0.33 -0.17
H -3.43269 -1.78320 3.35680 0.13 0.67 -0.69
H 0.22690 6.67459 -5.29618 -0.21 0.12 0.28
H -2.43944 -5.31262 3.05569 0.03 -0.08 -0.46
C -3.70452 -3.30347 -6.29230 0.51 0.59 1.69
H -6.98576 0.15996 -1.66475 0.24 -0.50 -0.19
C -2.99892 6.09891 0.77539 -0.89 -0.43 1.95
H -2.16094 6.92664 -6.09630 -0.08 -0.09 -0.01
C 1.90196 -4.74014 -5.13512 0.22 1.24 -0.12
C -1.14064 -1.85253 -6.68096 -0.17 -0.21 -0.91
H 5.95582 -4.64533 -5.56565 -0.13 0.16 0.19
H -0.29852 0.06007 4.22673 0.43 0.62 -0.14
C -4.55475 6.30127 2.97990 1.47 0.17 -0.33
C -1.16851 -0.57379 -5.79364 0.28 -1.40 0.30
H -3.16906 -1.42070 -10.46860 0.15 0.01 0.25
C -1.38915 3.97643 -2.37392 -0.96 -0.55 -2.22
H -3.27731 2.54378 2.90169 0.92 0.20 0.40
C -6.72562 -1.72494 -0.44453 0.59 -0.14 -1.61
N -1.52264 5.65325 -4.49700 -1.33 -0.07 0.60
C -3.90443 -1.46386 0.85689 0.44 0.01 -0.55
C -5.34304 -2.02330 -2.67528 -1.49 -0.67 0.74
H 2.50540 5.06483 0.34709 0.00 -0.13 0.15
C -2.01778 6.77961 -3.48114 0.06 -0.11 -0.88
H -0.53592 3.62159 8.00470 -0.37 0.22 -0.04
H -2.74138 -3.54052 -9.29174 -0.23 0.19 0.56
H -1.51715 -3.74925 1.32817 -0.13 -0.25 -0.20
C -3.00766 -0.49821 -9.91087 -0.02 0.70 1.30
H -4.02178 3.29472 1.67502 0.08 1.06 -0.31
C -3.88861 -2.65124 2.88061 -0.52 -0.07 1.05
H 5.81622 0.65003 -4.07619 -0.75 0.69 0.01
H -4.84033 7.35316 2.98707 0.07 -0.19 -0.48
H -4.66080 -3.68702 -5.93659 -0.47 0.57 -0.60
C -1.44373 8.19470 -3.77377 0.14 -1.81 0.03
H -4.77187 7.32726 0.49748 -0.07 -0.30 -0.45
C -3.64548 3.54262 2.66750 -0.93 -0.26 1.15
C 6.85392 -2.61848 5.41104 0.32 0.70 -1.56
H 5.72589 -3.03698 7.23743 -0.14 0.24 -0.16
C 1.12326 2.37293 -5.55166 0.64 0.54 -0.07
H -1.79524 -8.48196 1.21081 0.31 0.13 0.17
H 0.43466 5.79161 -3.73268 0.39 0.01 -0.25
C 0.04581 4.84532 6.37584 -0.14 -0.50 1.00
H 1.96848 5.53036 4.81721 0.13 -0.12 0.63
C 2.46946 -1.96720 2.94665 1.23 0.41 -0.16
H -1.72375 4.30165 2.50247 0.51 0.90 0.13
C -1.25965 1.24897 7.40245 0.46 -0.24 0.74
H 4.62564 4.92651 -1.04160 -0.28 -0.03 -0.12
C 2.71080 -5.26894 -2.94618 1.22 0.03 0.39
H 2.64706 -2.41460 3.92461 -0.66 -0.15 0.12
O 0.61566 3.47439 -4.79036 -0.28 -1.68 -0.05
F -0.62745 -0.66625 1.80145 -0.01 1.31 -2.37
H -4.89990 -2.70514 3.28372 -0.37 0.22 -0.44
H -1.82836 6.62937 4.98134 -0.08 -0.44 -0.27
H -1.79520 5.28460 -6.59338 -0.53 -0.13 0.07
H 4.75563 -3.39257 -3.67036 -0.27 -0.52 0.13
N 3.46130 3.25354 -0.32511 -1.74 0.52 -0.44
F -1.35463 -0.49430 -0.77495 1.07 0.50 0.99
H -3.52381 5.16372 0.58043 0.46 -0.17 -0.36
H 7.54504 -0.07869 4.73420 -0.16 -0.18 0.20
N -2.20913 -1.93595 -7.77118 -1.16 0.43 -1.60
O 4.38998 -4.13201 -1.63596 -0.97 -0.70 1.11
H -3.22346 -2.95210 -5.37949 0.26 -0.37 0.23
H -0.21762 -1.98001 -7.24655 0.23 0.66 0.01
C -2.29304 5.87872 -5.82704 1.18 0.20 0.99
H -5.33008 -4.00776 0.07579 0.11 -0.30 -0.12
C -3.76042 7.21693 0.10646 0.66 1.60 0.39
H -2.27280 0.24448 -7.92460 -0.25 -0.27 -0.09
H 0.41550 -3.89941 -2.26555 0.66 -0.23 -0.01
H -2.10445 -6.72591 1.38281 0.80 0.12 0.03
H 1.50131 2.22523 7.28898 -0.26 -0.12 0.05
F 0.54998 1.45219 1.50328 -0.57 -0.02 -0.74
H -3.69653 7.27711 -0.98000 -0.48 -1.12 -0.13
H 6.43781 0.44299 -2.50362 -0.11 0.61 0.61
C -0.79883 3.70583 6.95025 0.49 -0.97 -0.77
C 3.87439 2.47034 2.09479 -1.25 -0.60 0.37
H 1.52167 -1.43716 2.85254 0.17 0.03 0.20
C 3.13589 -4.81979 -1.53719 -0.58 0.82 -1.32
C 0.28981 -9.36190 4.51945 0.96 0.02 0.58
C -1.88443 -3.20108 -8.70992 0.49 1.58 0.26
O 3.56387 -1.03964 2.72806 0.22 -0.33 -0.81
H 2.88647 -2.49525 -2.75965 -0.42 -0.16 0.58
H 5.18189 -4.00155 5.85718 0.13 0.10 -0.26
H -1.81801 0.35777 -3.28536 0.51 0.46 -0.12
H 5.29244 2.79792 0.60176 0.07 0.28 -0.28
C -1.10057 2.00383 4.95525 0.49 1.02 0.59
H -6.26147 -4.86345 -2.78703 0.36 -0.04 0.08
H 5.64629 -5.74488 -1.79344 0.02 -0.41 0.32
C -1.21527 0.59451 4.47578 0.17 -1.44 -0.05
H 0.53123 -8.58876 0.24228 -0.67 -0.04 0.39
H 2.78319 4.91320 -2.69973 -0.35 -0.07 -0.59
N -0.51769 2.25250 6.40545 0.53 -0.64 -0.38
C 0.04614 5.74867 -4.75019 -2.01 -0.11 0.44
H -1.17454 0.43558 9.48879 -0.74 0.13 -0.35
H 0.07505 -3.08457 1.66677 0.08 -0.20 0.11
H 4.57634 2.55972 2.92387 0.05 0.23 -0.15
H 4.08873 -2.97713 -5.18664 -0.38 -0.12 -0.30
C 4.05457 0.85922 -1.17506 0.73 1.73 -1.14
H -4.67421 -0.85051 1.32522 -0.21 0.16 -0.19
H -1.09479 0.19450 7.18107 0.65 0.26 -0.95
```
Forces are in eV/Å.

Properties
orbital gap = 8.483 eV
DFT total energy = -6852.6219 hartree
net charge = +8
molar mass = 1505.2 g/mol
ΔE to the lowest compared entry with this formula, charge and spin = 0.00 kJ/mol

> What is the formula in the first record?

C4H6O2